No. 1
14 unconnected molecules or ions with the total composition C56H84O42 in a non-equilibrium geometry, computed with ωB97M-V/def2-TZVPD.

Each line ends with the Mulliken charge.
CARTESIAN COORDINATES (ANGSTROEM)
C1 -1.34710 0.06429 -0.60298  0.853
C2 -0.36752 0.63192 0.47018  1.286
C3 -0.01775 -0.36529 1.51688  -0.025
O1 1.38884 -0.25106 1.51154  0.811
C4 1.87610 0.45026 0.41151  -0.400
O2 3.04808 0.67577 0.15281  -0.486
O3 0.84327 0.98369 -0.21014  0.025
H1 -2.27682 -0.24161 -0.12322  -0.683
H2 -0.91631 -0.80170 -1.10554  -0.620
H3 -1.47650 0.83525 -1.36257  -0.161
H4 -0.64458 1.57404 0.94319  -0.132
H5 -0.21467 -1.38045 1.17222  -0.772
H6 -0.41397 -0.13908 2.50679  -0.086
C5 -2.61091 6.16683 -4.92263  -1.582
C6 -2.24720 5.21252 -3.81304  1.014
C7 -1.30238 4.11365 -4.26621  -0.189
O4 -0.36168 3.94272 -3.23177  0.329
C8 -0.28187 5.04440 -2.53504  0.226
O5 0.60335 5.36998 -1.71039  -0.650
O6 -1.25572 5.88466 -3.01807  -0.413
H7 -3.25903 6.99681 -4.64124  0.405
H8 -3.09821 5.71861 -5.78850  0.330
H9 -1.71779 6.72683 -5.19985  0.409
H10 -3.04149 5.00208 -3.09688  -0.224
H11 -0.89429 4.36254 -5.24582  0.323
H12 -1.87890 3.21236 -4.47456  0.029
C9 -3.44877 -3.56448 3.42114  -0.587
C10 -4.02691 -3.34154 4.79007  0.443
C11 -4.16563 -4.62743 5.64152  -0.516
O7 -3.39299 -4.33787 6.76823  -0.384
C12 -2.73893 -3.20729 6.64991  0.461
O8 -1.92488 -2.79692 7.47344  -0.598
O9 -3.07821 -2.61877 5.53442  0.081
H13 -2.43615 -3.96075 3.49651  0.022
H14 -3.29781 -2.60921 2.91839  -0.166
H15 -4.03989 -4.18742 2.74987  0.437
H16 -4.97803 -2.80917 4.78244  0.285
H17 -3.89971 -5.49175 5.03297  0.261
H18 -5.20967 -4.69686 5.94694  0.359
C13 2.08799 -2.50591 -1.91435  0.103
C14 3.32045 -2.51384 -2.86389  0.307
C15 3.45552 -3.62343 -3.86950  -0.352
O10 3.36905 -2.99893 -5.13549  -0.430
C16 3.43662 -1.65646 -5.04572  0.277
O11 3.62904 -0.80755 -5.93677  -0.617
O12 3.22541 -1.35318 -3.76437  0.178
H19 1.82874 -1.52456 -1.51707  -0.056
H20 2.26077 -3.20742 -1.09818  0.483
H21 1.17858 -2.96511 -2.30190  -1.005
H22 4.26133 -2.33846 -2.34226  0.192
H23 2.63252 -4.33590 -3.81336  0.226
H24 4.38129 -4.11606 -3.57223  0.366
C17 -2.45865 3.28424 5.30414  -1.689
C18 -2.24569 1.88010 4.76521  0.946
C19 -3.07465 0.78672 5.38212  -0.448
O13 -3.91147 0.22483 4.43081  -0.316
C20 -3.73477 0.86877 3.23462  0.131
O14 -4.26658 0.69726 2.12409  -0.454
O15 -2.68202 1.79728 3.40001  0.118
H25 -2.40807 3.30147 6.39283  0.396
H26 -3.46319 3.58951 5.01120  0.397
H27 -1.77553 4.01596 4.87283  0.282
H28 -1.17446 1.68444 4.81304  -0.124
H29 -3.67889 1.32276 6.11400  0.359
H30 -2.39912 0.11015 5.90560  0.322
C21 -0.50108 0.33109 -6.79125  -1.706
C22 -0.33697 -0.12115 -5.34127  2.267
C23 -1.52840 0.04375 -4.40805  0.371
O16 -1.51418 -1.17598 -3.66371  0.209
C24 -0.72179 -2.06490 -4.34069  0.163
O17 -0.62333 -3.25141 -4.07939  -0.638
O18 -0.09069 -1.43798 -5.34067  -0.428
H31 -0.17614 1.36664 -6.89206  0.307
H32 -1.52284 0.26440 -7.16495  0.422
H33 0.20710 -0.17451 -7.44770  0.413
H34 0.58648 0.23861 -4.88748  -1.214
H35 -2.42460 0.13133 -5.02227  0.141
H36 -1.31410 0.91949 -3.79546  -0.397
C25 4.46479 2.89388 -2.55048  -1.676
C26 3.91384 2.04005 -3.68703  1.546
C27 2.42861 1.75365 -3.51915  1.498
O19 1.79777 2.23006 -4.61742  0.069
C28 2.67155 2.82883 -5.37689  0.367
O20 2.33408 3.48932 -6.37478  -0.705
O21 3.87805 2.75035 -4.87085  -0.451
H37 3.98652 3.87147 -2.61108  0.440
H38 5.54426 3.01820 -2.63655  0.431
H39 4.36856 2.43847 -1.56488  0.106
H40 4.43629 1.10331 -3.88113  -0.092
H41 2.01337 2.20550 -2.61831  -0.500
H42 2.22923 0.68254 -3.48664  -0.794
C29 -4.45653 -1.22856 -2.04564  -0.081
C30 -5.52444 -1.78127 -1.07612  0.309
C31 -5.22568 -1.72165 0.40897  1.040
O22 -6.46255 -1.20140 0.91157  -0.411
C32 -7.23021 -0.75075 -0.03105  0.500
O23 -8.32693 -0.18749 0.17200  -0.657
O24 -6.71082 -1.02677 -1.23810  -0.458
H43 -3.69340 -1.99151 -2.19944  -0.013
H44 -3.98095 -0.31101 -1.69919  -0.791
H45 -4.95226 -1.12223 -3.01054  0.752
H46 -5.78822 -2.76240 -1.47094  0.404
H47 -4.40308 -1.10174 0.76554  -0.734
H48 -4.94122 -2.72839 0.71499  0.076
C33 3.07806 0.12554 5.93764  -1.735
C34 3.23737 -0.25087 4.47752  1.693
C35 4.00331 0.86284 3.70979  -0.176
O25 4.92907 0.16064 2.90641  -0.059
C36 4.99456 -1.13064 3.38641  0.533
O26 5.78215 -1.96492 2.98768  -0.631
O27 4.08013 -1.38941 4.29017  -0.407
H49 4.03485 0.35076 6.40872  0.446
H50 2.59584 -0.65218 6.52985  0.340
H51 2.47917 1.03263 6.01911  0.364
H52 2.28030 -0.47250 4.00529  -0.603
H53 4.45284 1.49955 4.47177  0.450
H54 3.37933 1.46318 3.04771  -0.156
C37 -3.76716 3.53934 0.05371  -1.658
C38 -4.51448 2.50771 -0.80792  1.822
C39 -5.78498 3.02565 -1.43632  -0.662
O28 -5.69492 2.79251 -2.83335  -0.470
C40 -4.40607 2.23633 -3.05318  0.167
O29 -3.98345 1.94955 -4.13899  -0.596
O30 -3.67455 2.34757 -1.96279  0.767
H55 -2.73313 3.22454 0.19436  -0.059
H56 -4.24370 3.75240 1.01059  0.403
H57 -3.81427 4.51580 -0.42840  0.576
H58 -4.51198 1.54039 -0.30554  -0.805
H59 -5.94687 4.09520 -1.30235  0.363
H60 -6.69508 2.50153 -1.14457  0.308
C41 3.38498 4.84895 1.26189  -1.156
C42 2.08421 5.06858 2.02564  0.479
C43 0.91634 4.29712 1.36342  0.059
O31 0.68676 3.27661 2.34422  0.106
C44 1.37241 3.48023 3.44263  0.184
O32 1.30156 2.75814 4.39050  -0.496
O33 2.21737 4.51450 3.30700  -0.416
H61 3.31777 5.33615 0.28915  0.410
H62 3.62668 3.79501 1.12446  0.048
H63 4.17892 5.33018 1.83303  0.464
H64 1.81324 6.12371 1.98852  0.381
H65 1.05844 3.91463 0.35268  -0.229
H66 0.01981 4.91215 1.28545  0.263
C45 0.11133 -6.73593 -0.57546  -1.602
C46 -0.41761 -5.44888 -1.26075  1.186
C47 -1.71270 -5.63597 -2.04900  -0.510
O34 -2.42826 -4.42257 -1.66804  -0.390
C48 -1.85454 -3.79205 -0.65884  -0.144
O35 -2.36779 -2.85668 -0.06039  -0.049
O36 -0.71505 -4.38514 -0.37493  0.366
H67 0.61565 -7.36042 -1.31286  0.439
H68 -0.68267 -7.37566 -0.19020  0.477
H69 0.79495 -6.55699 0.25444  0.215
H70 0.28977 -4.91287 -1.89352  -0.464
H71 -2.13839 -6.57346 -1.69122  0.406
H72 -1.60192 -5.64576 -3.13331  0.254
C49 1.96967 -3.99045 1.60144  -0.724
C50 0.79538 -4.43147 2.51613  0.780
C51 1.18589 -5.23134 3.75622  -0.548
O37 0.81131 -4.42606 4.85847  -0.383
C52 0.45678 -3.23579 4.46287  0.033
O38 0.22036 -2.28135 5.17250  -0.585
O39 0.47496 -3.21001 3.16995  0.564
H73 1.58707 -3.18031 0.98064  -0.653
H74 2.37374 -4.83266 1.03974  0.533
H75 2.82107 -3.60743 2.16403  0.615
H76 0.03015 -4.95779 1.94561  -0.282
H77 2.26579 -5.37925 3.76228  0.310
H78 0.67577 -6.19454 3.74519  0.379
C53 6.30110 2.29617 0.74906  -1.014
C54 7.01139 1.16221 0.04755  0.122
C55 6.39899 -0.25053 0.21411  0.702
O40 6.40451 -0.86750 -1.05385  -0.357
C56 6.60632 0.13002 -1.95660  0.654
O41 6.43351 -0.03888 -3.18183  -0.604
O42 6.98459 1.31637 -1.34495  -0.338
H79 5.21258 2.27893 0.69495  -0.298
H80 6.63312 3.27772 0.41079  0.512
H81 6.53418 2.23828 1.81227  0.507
H82 8.09578 1.17322 0.15736  0.324
H83 5.41085 -0.29687 0.67184  -0.520
H84 7.17579 -0.69447 0.83670  0.388

The lowest unoccupied orbital energy comes out at -0.20 eV. For the gap between HOMO and LUMO, the calculation gives 9.93 eV.

***

No. 2
A molecular structure, C4H9NO3 in a non-equilibrium geometry, computed with ωB97M-V/def2-TZVPD.

Each line ends with the Mulliken charge.
CARTESIAN COORDINATES (ANGSTROEM)
C1 -1.27547 -2.01059 -0.42695  -0.558
C2 0.38780 -2.10833 -0.38050  -0.657
C3 0.79933 -0.91427 0.56426  -0.263
C4 0.87486 2.23570 0.33580  0.072
H1 -1.55555 -0.33457 -1.24697  0.372
H2 -1.54094 -3.02512 -0.47559  0.482
H3 -1.66160 -1.99964 0.51470  0.336
H4 0.82974 -3.13411 -0.16629  0.404
H5 0.66144 -1.64900 -1.44308  0.242
H6 0.69228 -1.44719 1.81934  0.256
H7 1.88660 -0.56869 0.23398  0.267
H8 -0.94257 1.46477 1.20195  0.247
H9 1.72662 2.04493 -0.43836  0.286
N1 -0.11753 1.27068 0.53840  -0.152
O1 -1.74215 -1.15519 -1.56737  -0.518
O2 -0.11388 -0.03731 -0.04880  -0.242
O3 1.35697 3.25985 1.07565  -0.573

The lowest unoccupied orbital energy comes out at 0.69 eV. For the gap between HOMO and LUMO, the calculation gives 10.73 eV.

***

No. 3
A gas-phase ion, C4H4N3 (charge +1) in a non-equilibrium geometry, computed with ωB97M-V/def2-TZVPD.

Each line ends with the Mulliken charge.
CARTESIAN COORDINATES (ANGSTROEM)
C1 0.21818 -0.34239 -1.44258  -0.738
C2 -0.79525 -0.65849 -0.54273  0.237
C3 1.26833 0.34286 -0.99970  0.382
C4 -0.04169 0.50031 1.69430  -0.061
N1 2.29136 0.79330 -0.55719  -0.220
N2 -0.65658 -0.40794 0.74042  0.044
N3 -1.23781 0.11843 1.90461  -0.131
H1 0.06293 -0.53337 -2.39928  0.517
H2 -1.81084 -1.19334 -0.82400  0.349
H3 2.63520 1.60540 -0.09160  0.334
H4 -1.93384 -0.22476 2.51776  0.288

Its total charge is +1. The lowest unoccupied orbital energy comes out at -5.21 eV. For the gap between HOMO and LUMO, the calculation gives 8.76 eV.

***

No. 4
2 unconnected molecules or ions with the total composition C5H13N in a non-equilibrium geometry, computed with ωB97M-V/def2-TZVPD.

Each line ends with the Mulliken charge.
CARTESIAN COORDINATES (ANGSTROEM)
C1 -1.76839 -0.48687 0.93779  -0.986
C2 -1.99984 -0.46913 -0.37474  0.170
N1 -2.42669 0.62666 -1.08212  -0.483
H1 -2.24435 0.24587 1.57956  0.274
H2 -1.39278 -1.40522 1.36822  0.269
H3 -1.81890 -1.37729 -0.93091  0.320
H4 -2.50444 1.50303 -0.59654  0.197
H5 -2.21277 0.70781 -2.06221  0.227
C3 1.69098 0.89413 -0.80042  -1.184
C4 1.89760 0.41554 0.62875  -0.214
C5 2.18701 -1.08378 0.81879  -1.014
H6 0.81457 0.47856 -1.29193  0.253
H7 1.58525 1.97862 -0.75765  0.322
H8 2.57772 0.70305 -1.41189  0.377
H9 2.77619 0.88992 1.06402  0.317
H10 1.08487 0.80664 1.23403  0.322
H11 2.15044 -1.59663 -0.13803  0.305
H12 1.42900 -1.55724 1.44428  0.199
H13 3.15424 -1.20968 1.29060  0.329

As for the SMILES: C=CN.CCC. The lowest unoccupied orbital energy comes out at 1.07 eV. For the gap between HOMO and LUMO, the calculation gives 9.22 eV.

***

No. 5
2 unconnected molecules or ions with the total composition C12H20OSi in a non-equilibrium geometry, computed with ωB97M-V/def2-TZVPD.

Each line ends with the Mulliken charge.
CARTESIAN COORDINATES (ANGSTROEM)
C1 2.11727 -2.69065 3.15684  -0.611
C2 2.76599 -1.72435 2.41230  -0.546
C3 0.78285 -2.97840 2.92113  -0.667
C4 2.06675 -1.04637 1.41548  -0.253
C5 0.08640 -2.29188 1.92921  0.569
C6 0.74522 -1.33006 1.18935  0.028
C7 0.02514 2.73100 -2.69231  -1.514
C8 1.42018 0.73609 -3.29649  -1.601
C9 -1.19801 1.71480 0.91574  -1.300
C10 -2.92437 0.03261 0.24174  -1.326
C11 0.64712 1.42895 -2.17766  0.755
C12 -1.91956 1.06284 -0.26359  0.475
O1 -1.23819 -2.55404 1.68108  -0.481
Si1 -0.67709 0.25573 -1.46329  0.171
H1 2.64945 -3.22939 3.93010  0.353
H2 3.80677 -1.49746 2.59612  0.361
H3 0.27427 -3.74139 3.50091  0.246
H4 2.58168 -0.29893 0.82592  0.389
H5 -0.46771 3.27598 -1.88790  0.336
H6 0.79732 3.37579 -3.11387  0.440
H7 -0.70903 2.53150 -3.47401  0.352
H8 1.89631 -0.17055 -2.92631  0.396
H9 2.19361 1.39533 -3.69742  0.410
H10 0.75306 0.46380 -4.11579  0.364
H11 -0.64060 0.95820 1.46667  0.202
H12 -0.49950 2.48089 0.58615  0.308
H13 -1.91555 2.17797 1.59237  0.447
H14 -2.40996 -0.76945 0.76358  0.098
H15 -3.48587 -0.40135 -0.58300  0.387
H16 -3.63154 0.49386 0.92919  0.412
H17 1.36042 1.69249 -1.39051  0.276
H18 -2.47693 1.84280 -0.79876  0.406
H19 -1.53864 -3.25350 2.27358  0.278
H20 -1.23724 -0.67286 -2.44655  -0.159

The lowest unoccupied orbital energy (spin up / spin down) comes out at -0.18 / -0.45 eV. For the gap between HOMO and LUMO (spin up / spin down), the calculation gives 8.16 / 6.64 eV.

***

No. 6
A molecular structure, C29H29CsN10O6SSe3Te, computed with ωB97M-V/def2-TZVPD.

Each line ends with the Mulliken charge.
CARTESIAN COORDINATES (ANGSTROEM)
Cs1 -0.33084 0.69510 0.11686  0.953
N1 -3.65349 -3.35018 0.93437  0.234
C1 -2.51390 -2.76461 0.52920  -0.751
N2 -2.43419 -1.56984 1.07242  -0.057
C2 -3.57012 -1.47621 1.80408  0.347
N3 -4.35200 -2.53823 1.75459  -0.791
C3 -3.90397 -0.26743 2.57445  0.310
C4 -4.91597 -0.26302 3.53539  -0.290
N4 -5.21997 0.82314 4.23222  -0.659
C5 -4.50291 1.91417 3.96767  -0.385
C6 -3.49738 1.91562 3.01357  -0.361
N5 -3.19637 0.82788 2.31440  -0.167
H1 -4.01873 -4.24745 0.66992  0.222
H2 -1.81751 -3.21729 -0.17067  0.755
H3 -5.47965 -1.16634 3.73259  0.451
H4 -4.73539 2.80946 4.53230  0.377
H5 -2.91464 2.80516 2.80038  0.678
Se1 3.04067 0.97594 1.39656  -0.699
Se2 4.15510 2.03492 -0.39229  -0.327
Te1 2.52467 1.95842 -2.36486  0.024
Se3 3.70876 0.75121 -4.17625  -0.764
C7 4.00090 1.51656 6.13492  -1.435
C8 3.67134 2.09426 4.76766  0.098
S1 4.39179 3.70481 4.60483  1.290
O1 5.83040 3.56570 4.61437  -0.748
O2 3.77971 4.57710 5.58931  -0.662
C9 3.91026 4.26964 2.97293  0.158
C10 2.75080 5.25960 2.97268  -1.147
N6 1.43629 4.62220 3.05450  0.252
C11 0.82991 3.97396 2.02338  0.672
N7 -0.20191 3.24811 2.43727  -0.180
C12 -0.24376 3.39443 3.78590  -0.131
C13 0.75196 4.23625 4.18915  -0.686
N8 0.82908 4.89633 5.45194  1.186
O3 1.22998 6.04608 5.48176  -0.604
O4 0.41408 4.27970 6.42001  -0.659
C14 1.27803 4.13406 0.61946  -1.039
H6 3.56871 0.51919 6.21408  0.399
H7 3.59387 2.13796 6.93250  0.346
H8 5.07935 1.43533 6.26874  0.343
H9 2.59742 2.21796 4.61554  0.160
H10 4.05448 1.50220 3.93344  0.251
H11 3.71451 3.37106 2.36578  -0.557
H12 4.80943 4.74955 2.58578  0.413
H13 2.77352 5.82059 2.03969  0.468
H14 2.83337 5.95741 3.80098  0.533
H15 -1.00136 2.94458 4.40631  0.607
H16 1.37484 5.18992 0.35785  0.324
H17 0.54495 3.68762 -0.04663  0.351
H18 2.23970 3.63871 0.44538  -0.069
O5 -0.83507 0.44264 -2.79848  -0.706
C15 -0.88417 -0.77191 -2.94326  -0.213
N9 -1.06965 -1.36427 -4.19901  -0.202
C16 -0.96881 -2.80394 -4.06496  2.546
C17 -1.00989 -2.91265 -2.50386  0.066
O6 -1.15774 -3.98975 -1.91605  -0.901
N10 -0.81159 -1.71491 -1.94933  -0.200
C18 0.39928 -3.34130 -4.50960  0.013
C19 0.55466 -4.64397 -4.97746  -0.296
C20 1.80961 -5.12526 -5.32185  -0.781
C21 2.92856 -4.31284 -5.20153  -0.424
C22 2.78362 -3.01552 -4.73314  -0.740
C23 1.52867 -2.53529 -4.38745  -0.443
C24 -2.11754 -3.50727 -4.77707  -0.697
C25 -2.62313 -2.95817 -5.95288  -0.338
C26 -3.64187 -3.58300 -6.65658  -0.754
C27 -4.18109 -4.77499 -6.19343  -0.345
C28 -3.68719 -5.32926 -5.02213  -0.837
C29 -2.66312 -4.70544 -4.32046  -0.039
H19 -0.58563 -0.89607 -4.95114  0.426
H20 -0.30640 -5.29111 -5.07621  0.397
H21 1.90973 -6.14211 -5.68447  0.372
H22 3.90885 -4.69003 -5.46821  0.374
H23 3.62812 -2.34679 -4.61775  0.296
H24 1.47396 -1.51812 -4.01490  0.334
H25 -2.22300 -2.02048 -6.31494  0.384
H26 -4.01755 -3.13344 -7.56808  0.363
H27 -4.97900 -5.26442 -6.73930  0.372
H28 -4.10005 -6.25854 -4.64654  0.375
H29 -2.27639 -5.13310 -3.40637  0.563

Its total charge is -2. The lowest unoccupied orbital energy comes out at 3.35 eV. For the gap between HOMO and LUMO, the calculation gives 4.29 eV.

***

Record-wise relative energy (zero: lowest compared OMol25 entry of this formula, charge and spin) values, in kcal per mole: 105.1; 181.1; 111.6; 28.5; 84.6; 20.3